No. 1
74
Properties=species:S:1:pos:R:3:forces:R:3 method="wB97M-V/def2-TZVPD" orbital_gap_ha=0.2298 e_above_lowest_kcal_mol=1.1 e_tot_ha=-17029.44220 homo_energy_ev=-11.14 charge=+1
Pd 1.30585 -0.99117 0.93708 -0.1 0.0 -0.1
Br 6.50210 -4.34448 4.98280 0.0 0.0 0.0
C 5.02607 -3.42682 4.30929 0.0 0.0 0.0
C 3.82609 -3.27657 5.17795 0.0 0.0 0.0
Br 3.86757 -4.04606 6.86983 0.0 0.0 0.0
C 2.72091 -2.61286 4.77530 0.0 0.0 -0.1
Br 1.18560 -2.41341 5.81913 0.0 0.0 0.0
C 2.66109 -2.04213 3.43999 -0.2 -0.2 0.0
O 1.67097 -1.46498 3.02242 0.2 0.2 0.0
C 3.89929 -2.18681 2.53034 0.0 0.1 -0.1
O 3.86902 -1.67798 1.44232 0.1 0.0 0.2
C 5.06225 -2.91367 3.06721 0.0 0.0 0.0
Br 6.51586 -3.04479 1.91364 0.0 0.0 0.0
F 1.00089 -5.23086 0.63513 0.0 0.0 0.0
B 0.62797 -3.97989 1.00941 -0.1 0.0 -0.1
F 0.59300 -3.79897 2.39355 0.0 0.0 0.0
F -0.57776 -3.55967 0.44825 0.0 0.1 0.0
F 1.67988 -3.03608 0.50057 0.0 -0.1 0.1
C 1.98930 4.99968 -3.48382 0.0 0.0 0.0
C 2.22294 3.53559 -3.84485 0.0 0.0 0.0
C 1.01200 2.64289 -3.58755 0.0 0.0 0.0
C 0.65753 2.56513 -2.10918 0.0 0.0 0.0
N -0.51277 1.71908 -1.88168 0.0 0.0 -0.1
C -0.50745 0.40592 -1.60288 0.0 0.0 0.1
Se 1.04731 -0.64875 -1.39821 0.0 0.1 -0.1
N -1.77219 -0.03550 -1.54918 0.0 0.0 0.0
C -2.21310 -1.42192 -1.35630 0.0 0.0 0.0
C -2.67227 -2.05535 -2.66197 0.0 0.0 0.0
C -1.55729 -2.19601 -3.69200 0.0 0.0 0.0
C -2.01359 -2.96806 -4.92327 0.0 0.0 0.0
C -2.62716 1.02866 -1.80349 0.0 0.0 0.0
C -4.01583 1.10777 -1.84546 0.0 0.0 0.0
C -4.55631 2.34720 -2.12115 0.0 0.0 0.0
C -3.74621 3.47157 -2.34664 0.0 0.0 0.0
C -2.36932 3.39314 -2.30000 0.0 0.0 0.0
C -1.82666 2.14311 -2.02100 0.0 0.0 0.0
H 2.81298 5.62240 -3.83061 0.0 0.0 0.0
H 1.90535 5.15049 -2.40603 0.0 0.0 0.0
H 1.07471 5.37499 -3.94936 0.0 0.0 0.0
H 3.08186 3.14651 -3.29023 0.0 0.0 0.0
H 2.48398 3.46001 -4.90147 0.0 0.0 0.0
H 1.21260 1.62867 -3.94303 0.0 0.0 0.0
H 0.14921 3.01551 -4.14858 0.0 0.0 0.0
H 0.42460 3.54451 -1.69188 0.0 0.0 0.0
H 1.48456 2.14153 -1.54023 0.0 0.0 0.0
H -3.01711 -1.40164 -0.61832 0.0 0.0 0.0
H -1.38190 -1.97247 -0.92255 0.0 0.0 0.0
H -3.49912 -1.47952 -3.08927 0.0 0.0 0.0
H -3.07364 -3.04182 -2.41678 0.0 0.0 0.0
H -0.70245 -2.69649 -3.22970 0.0 0.0 0.0
H -1.21064 -1.20196 -3.99701 0.0 0.0 0.0
H -2.31344 -3.98234 -4.65570 0.0 0.0 0.0
H -1.21718 -3.04000 -5.66320 0.0 0.0 0.0
H -2.86819 -2.48165 -5.39792 0.0 0.0 0.0
H -4.64188 0.24303 -1.67537 0.0 0.0 0.0
H -5.63098 2.45686 -2.16827 0.0 0.0 0.0
H -4.21518 4.42140 -2.56351 0.0 0.0 0.0
H -1.74721 4.26001 -2.47606 0.0 0.0 0.0
C 1.19340 2.44857 4.38429 0.0 0.0 0.0
N 0.17104 1.42089 4.22789 0.0 0.0 0.0
C -0.60344 0.90368 5.24119 0.0 0.0 0.0
C -1.40915 -0.02696 4.68481 0.0 0.0 0.0
N -1.12999 -0.05524 3.33913 0.0 0.0 0.0
C -1.74117 -0.97954 2.38668 0.1 0.0 0.0
C -0.16233 0.83348 3.06777 0.0 -0.1 0.0
Se 0.57587 1.23475 1.37991 0.1 0.0 0.1
H 1.36415 2.59869 5.44633 0.0 0.0 0.0
H 0.86687 3.38214 3.93183 0.0 0.0 0.0
H 2.11156 2.12111 3.90232 0.0 0.0 0.0
H -0.50901 1.23535 6.25934 0.0 0.0 0.0
H -2.14613 -0.67389 5.12564 0.0 0.0 0.0
H -2.79071 -1.09704 2.64503 0.0 0.0 0.0
H -1.22956 -1.94249 2.41828 0.0 0.0 0.0
H -1.64792 -0.55847 1.38913 0.0 0.0 0.0



No. 2
62
Properties=species:S:1:pos:R:3:forces:R:3 method="wB97M-V/def2-TZVPD" smiles="CCCCOc1ccc(C(=O)N/C(=C/C=C/c2ccccc2)C(=O)N2CCOCC2)cc1" orbital_gap_ha=0.2848 e_above_lowest_kcal_mol=52.9 e_tot_ha=-1419.21631 homo_energy_ev=-7.67
C 7.04520 -7.22442 2.68683 -0.2 0.0 -0.1
C 5.62007 -6.76373 2.40359 0.1 0.1 0.2
C 5.39089 -5.28717 2.72266 0.0 0.1 -0.3
C 6.19418 -4.35452 1.81250 0.0 -0.5 0.2
O 5.87592 -2.99152 2.02318 -0.1 0.3 0.0
C 4.73519 -2.47290 1.51228 -0.2 0.3 0.0
C 4.49644 -1.13035 1.82610 0.2 -0.2 0.1
C 3.37496 -0.48208 1.36158 -0.1 -0.2 -0.1
C 2.45295 -1.15430 0.55842 0.2 -0.3 0.0
C 2.70766 -2.48236 0.22737 -0.2 0.3 0.0
C 3.82291 -3.14383 0.69972 0.3 -0.2 0.1
H 3.97138 -4.17562 0.42425 0.0 -0.1 0.0
H 1.99990 -2.99338 -0.40755 0.0 0.0 -0.1
C 1.22398 -0.54222 0.00009 0.1 0.1 -0.1
O 0.68501 -0.94945 -1.01064 0.1 -0.1 0.1
N 0.72994 0.52810 0.70060 0.3 0.0 0.3
C -0.46429 1.16115 0.38611 -0.1 0.5 0.2
C -0.73950 2.39435 0.85318 0.5 -0.7 -0.1
C -1.93255 3.16196 0.61166 -0.8 0.0 -0.1
C -3.14556 2.66225 0.32134 0.7 0.0 0.3
C -4.33718 3.42150 -0.00121 -0.5 0.3 -0.2
C -4.33107 4.79847 -0.24194 0.0 -0.1 0.0
C -5.49533 5.46292 -0.57271 0.0 0.1 0.0
C -6.69277 4.77290 -0.67512 -0.1 0.0 0.0
C -6.71626 3.40670 -0.44559 -0.2 0.1 0.0
C -5.55349 2.73979 -0.11571 0.3 0.0 0.1
H -5.57581 1.67376 0.06368 0.0 -0.1 0.0
H -7.64503 2.86080 -0.52689 -0.1 0.0 0.0
H -7.60048 5.29648 -0.93598 -0.1 0.0 0.0
H -5.47025 6.52745 -0.75662 0.0 0.1 0.0
H -3.40667 5.35276 -0.17889 0.1 0.0 0.0
H -3.28470 1.59131 0.34246 0.0 -0.1 0.0
H -1.80011 4.23281 0.70206 -0.1 0.1 -0.1
H 0.03106 2.89520 1.43034 0.1 0.0 0.0
C -1.44124 0.30307 -0.38094 -0.1 0.1 -0.3
O -2.04357 -0.57880 0.20407 0.0 -0.1 0.3
N -1.66072 0.62679 -1.66728 -0.2 0.0 -0.1
C -0.91029 1.57976 -2.44516 0.0 0.3 -0.2
H -0.24329 2.15162 -1.80105 0.0 0.0 -0.1
C -1.89590 2.51514 -3.15754 0.3 0.1 0.2
H -1.36832 3.18204 -3.84146 0.0 0.0 0.1
O -2.81207 1.79090 -3.94384 0.0 0.0 -0.2
C -3.54858 0.87906 -3.15657 0.0 -0.3 0.1
H -4.22251 0.36280 -3.84173 0.0 0.0 0.1
C -2.62122 -0.11542 -2.45436 -0.4 0.1 0.0
H -3.17598 -0.77242 -1.78377 0.0 0.0 -0.1
H -2.09018 -0.71900 -3.19925 0.0 0.0 0.0
H -4.13857 1.42953 -2.40799 0.0 -0.1 0.0
H -2.43598 3.11181 -2.40611 0.1 0.0 -0.1
H -0.31459 1.03789 -3.19084 0.0 0.1 0.1
H 1.24421 0.87549 1.49756 -0.1 -0.2 -0.1
H 3.24823 0.56319 1.60600 0.0 0.1 0.0
H 5.22063 -0.61709 2.43900 0.1 0.1 0.1
H 6.05622 -4.62674 0.75889 0.0 0.0 0.0
H 7.25888 -4.41848 2.04881 -0.1 0.0 -0.1
H 4.32863 -5.05686 2.61333 0.0 0.0 0.1
H 5.66538 -5.08527 3.75986 0.0 0.0 0.0
H 4.92978 -7.35543 3.00840 0.0 0.0 -0.1
H 5.38042 -6.94959 1.35388 -0.1 -0.1 0.0
H 7.12900 -8.29788 2.53495 0.1 -0.1 0.0
H 7.31901 -7.00239 3.71565 0.1 0.0 0.1
H 7.75502 -6.73331 2.02643 0.2 0.0 0.0